Formula: C14H20N2O4S
Source: the Open Molecules 2025 dataset
Level of theory: wB97M-V/def2-TZVPD

ORCA input file:
```
! wB97M-V def2-TZVPD RIJCOSX def2/J DEFGRID3
* xyz 0 1
C 0.92 0.64 2.10
C 0.78 1.50 0.89
C 0.37 2.82 0.99
C 0.24 3.62 -0.13
C 0.55 3.12 -1.38
C 0.97 1.81 -1.50
C 1.09 0.99 -0.38
N 1.51 -0.35 -0.50
C 0.87 -1.25 -1.42
C -0.26 -1.94 -0.65
O 0.00 -2.89 0.07
N -1.51 -1.44 -0.73
C -1.97 -0.26 -1.44
C -2.57 0.73 -0.43
O -3.60 0.14 0.32
C -3.12 -0.98 1.03
C -2.57 -2.03 0.07
S 3.09 -0.74 -0.08
C 2.90 -2.11 1.08
O 3.65 0.39 0.60
O 3.76 -1.23 -1.25
H 0.59 -0.38 1.89
H 1.96 0.61 2.40
H 0.33 1.04 2.93
H 0.13 3.22 1.97
H -0.09 4.65 -0.02
H 0.47 3.74 -2.26
H 1.25 1.41 -2.47
H 0.54 -0.76 -2.33
H 1.61 -2.01 -1.69
H -1.16 0.23 -1.97
H -2.74 -0.57 -2.15
H -3.02 1.57 -0.96
H -1.77 1.10 0.23
H -3.97 -1.38 1.58
H -2.33 -0.68 1.73
H -2.15 -2.88 0.61
H -3.36 -2.37 -0.60
H 2.86 -1.71 2.08
H 3.76 -2.75 0.95
H 1.99 -2.65 0.83
*
```

SMILES: Cc1ccccc1N(CC(=O)N1CCOCC1)S(C)(=O)=O
Molar mass in g/mol: 312.39
Gap between HOMO and LUMO in eV: 9.8
E_LUMO in eV: 0.7
Energy above the lowest of the compared OMol25 structures with the same formula, charge and spin in kJ/mol: 107.4